107
Properties=species:S:1:pos:R:3:forces:R:3 method="wB97M-V/def2-TZVPD" de_lowest_ev=0.000 gap_ha="0.237 / 0.290" lumo_energy_ha="-0.0077 / 0.0026" multiplicity=2 max_force_ev_per_a=1.034 s2=0.75
Ta -0.648220 0.940158 0.400439 0.17 0.47 0.08
C 1.402324 0.341028 4.871242 0.03 -0.01 0.14
Si 1.787412 1.109668 3.213173 -0.06 -0.16 -0.29
C 1.344440 2.914222 3.310616 -0.11 0.11 -0.03
C 3.624295 0.993117 2.865774 0.13 -0.03 -0.01
N 0.891406 0.275775 1.932704 -0.16 0.15 0.03
P 1.213854 -1.174153 1.275612 -0.12 0.09 -0.28
C 0.636632 -0.859456 -0.351560 0.52 0.15 -0.27
P 1.827387 0.459647 -1.032256 -0.46 0.37 0.11
N 0.726291 1.790398 -0.758637 0.55 -0.05 -0.32
Si 1.304344 3.438728 -1.088692 -0.09 -0.46 0.16
C 1.723599 3.593326 -2.894025 0.02 0.06 -0.13
C -0.037983 4.633128 -0.629076 -0.13 0.05 0.03
C 2.851773 3.719704 -0.086625 0.13 0.05 0.03
C 0.192870 -2.011010 -1.201982 -0.06 0.15 0.03
C -1.157336 -2.339995 -1.276662 0.01 -0.12 -0.01
C -1.590783 -3.425235 -2.026610 0.02 0.00 0.04
C -0.676294 -4.196180 -2.726553 0.01 -0.02 -0.03
C 0.676117 -3.882930 -2.659943 -0.04 0.01 0.02
C 1.103665 -2.805507 -1.900430 0.03 -0.04 -0.04
C 1.777358 0.154332 -2.830839 -0.10 -0.04 -0.02
C 2.954185 -0.277203 -3.433840 0.04 -0.01 -0.03
C 2.993166 -0.557784 -4.793720 -0.01 0.00 0.01
C 1.851955 -0.390921 -5.562255 -0.01 0.01 0.00
C 0.677071 0.062011 -4.971813 0.07 -0.02 -0.01
C 0.639541 0.331095 -3.614139 -0.07 0.02 0.00
C 2.921058 -1.790209 1.445023 -0.01 0.01 0.33
C 3.861922 -1.788515 0.422861 -0.01 0.00 -0.12
C 5.139979 -2.282182 0.641096 0.02 -0.01 0.00
C 5.497871 -2.773394 1.886585 0.00 0.00 0.03
C 4.565138 -2.791540 2.914927 -0.02 0.02 -0.07
C 3.285638 -2.313246 2.689003 0.02 -0.07 -0.02
C 0.330278 -2.535353 2.074484 -0.07 0.04 0.12
C 0.359558 -3.821944 1.538529 -0.03 0.00 -0.11
C -0.256275 -4.865506 2.208251 -0.02 -0.02 0.04
C -0.881294 -4.641493 3.428835 0.01 -0.01 0.00
C -0.895046 -3.368715 3.977625 0.03 0.01 -0.04
C -0.293851 -2.318957 3.297093 0.02 -0.04 0.09
H 2.058284 0.769580 5.633262 -0.01 0.04 0.03
H 0.370949 0.552523 5.167377 -0.03 -0.02 0.00
H 1.548971 -0.739757 4.890532 0.03 -0.02 0.01
H 2.206472 3.467301 3.689982 0.03 -0.01 0.05
H 1.071206 3.342622 2.349250 0.01 0.03 -0.04
H 0.508129 3.098621 3.984933 -0.06 -0.01 0.01
H 4.110526 1.908971 3.207155 0.03 0.02 0.03
H 4.100379 0.153160 3.374568 0.00 0.02 -0.02
H 3.826147 0.888796 1.797371 -0.01 0.05 -0.01
H 0.859798 3.410213 -3.535133 -0.03 0.00 0.00
H 2.082045 4.607603 -3.087596 0.01 0.02 -0.05
H 2.509768 2.896962 -3.191567 0.01 0.00 0.01
H -1.003708 4.304346 -1.020892 -0.02 0.00 -0.02
H -0.138492 4.735617 0.452007 0.00 0.02 0.02
H 0.170722 5.621742 -1.042612 0.03 0.02 -0.01
H 3.691465 3.157384 -0.500137 0.00 -0.02 0.00
H 3.129723 4.776075 -0.077066 0.00 0.03 -0.01
H 2.715790 3.400926 0.947363 0.02 0.01 0.00
H -1.891801 -1.755103 -0.738418 -0.03 0.04 0.02
H -2.647946 -3.658135 -2.053595 -0.02 0.00 -0.01
H -1.010079 -5.036223 -3.321632 -0.01 -0.02 0.00
H 1.398791 -4.482617 -3.197889 0.02 0.00 -0.01
H 2.161942 -2.579804 -1.850948 -0.01 0.00 -0.01
H 3.854898 -0.386382 -2.838392 0.00 0.00 0.02
H 3.913873 -0.895075 -5.251817 0.01 0.00 0.00
H 1.878656 -0.602487 -6.623435 0.00 0.00 -0.01
H -0.208683 0.206925 -5.575516 -0.02 0.02 -0.01
H -0.273891 0.693207 -3.156352 0.02 -0.02 0.01
H 3.613210 -1.392899 -0.552537 -0.01 0.01 0.06
H 5.859144 -2.276275 -0.167369 0.01 0.00 -0.01
H 6.498729 -3.148332 2.055178 0.01 -0.01 0.00
H 4.828762 -3.185377 3.887166 0.01 -0.01 0.02
H 2.560681 -2.359402 3.492218 -0.03 0.01 0.01
H 0.852629 -4.015987 0.593213 0.02 0.03 0.01
H -0.243748 -5.858797 1.780149 0.00 -0.01 -0.01
H -1.350174 -5.462726 3.955038 -0.02 -0.01 -0.01
H -1.373000 -3.189976 4.932368 0.01 0.00 0.02
H -0.298686 -1.325459 3.724953 -0.04 0.01 -0.03
C -6.187994 2.307208 -3.643846 -0.03 0.01 -0.05
C -5.122541 2.535044 -2.598601 0.02 0.04 0.11
O -5.167484 1.494520 -1.600504 -0.13 -0.12 -0.02
P -4.136694 0.285406 -1.599729 0.07 0.24 0.07
S -4.628505 -1.068245 -0.346045 -0.03 -0.22 0.19
S -2.286092 1.229572 -1.487246 0.35 -0.37 0.04
O -4.208729 -0.175472 -3.121828 -0.04 0.29 -0.30
C -3.178436 -0.809587 -3.892093 -0.03 -0.20 0.20
C -3.175411 -0.198695 -5.270856 0.04 0.02 -0.09
H -6.164179 3.118206 -4.373784 0.00 0.01 -0.01
H -7.175902 2.286644 -3.185088 -0.01 0.00 0.02
H -6.027592 1.363485 -4.162536 0.03 0.00 0.00
H -5.292175 3.463780 -2.053494 0.01 -0.01 -0.02
H -4.123297 2.584908 -3.034758 -0.01 -0.02 -0.04
H -3.414077 -1.874699 -3.920187 0.05 -0.01 -0.05
H -2.213937 -0.692837 -3.393167 -0.03 0.05 -0.03
H -4.105644 -0.408342 -5.798457 -0.03 0.02 0.03
H -2.352765 -0.607984 -5.857991 -0.01 -0.06 -0.01
H -3.047891 0.883199 -5.210378 0.03 0.01 0.03
Cl -2.213419 -0.345704 1.869828 -0.84 -0.22 0.56
C -2.473363 0.652270 3.312488 0.13 -0.28 -0.42
C -2.913896 -0.002312 4.441312 0.00 0.18 0.14
C -3.109552 0.755056 5.589416 0.00 -0.05 -0.08
C -2.870376 2.118861 5.557436 0.00 -0.03 -0.01
C -2.438892 2.729907 4.388606 0.02 0.16 0.11
Cl -2.175052 4.445852 4.427161 0.00 -0.07 -0.04
C -2.210929 2.012460 3.211455 -0.05 0.05 -0.17
S -1.676456 2.786671 1.713612 0.37 -0.28 0.29
H -3.101953 -1.066079 4.415894 0.00 -0.03 0.00
H -3.452576 0.283794 6.499613 0.00 0.00 0.02
H -3.019701 2.726413 6.438417 0.00 0.01 0.01

67
Properties=species:S:1:pos:R:3:forces:R:3 method="wB97M-V/def2-TZVPD" de_lowest_ev=0.000 gap_ha="0.295 / 0.272" lumo_energy_ha="-0.0743 / -0.1346" multiplicity=3 max_force_ev_per_a=0.218 charge=+1 s2=2.00
Pt -0.092202 0.260647 0.283914 -0.13 -0.12 -0.09
C 0.858212 3.430719 -1.093409 0.01 0.01 0.01
Si 0.578371 2.016081 -2.298813 -0.05 0.09 0.03
C 2.153950 1.040333 -2.584680 0.00 -0.03 0.00
C 0.111102 2.739001 -3.964896 0.02 -0.01 -0.02
C -0.764042 0.843990 -1.644864 0.13 0.02 -0.18
C -0.651485 -0.476020 -2.320378 -0.10 0.00 0.01
C -1.103427 -0.809888 -3.597349 0.03 0.00 -0.02
C -0.907681 -2.096655 -4.063460 -0.01 0.00 -0.01
C -0.278218 -3.034129 -3.252398 0.01 0.00 0.01
C 0.136799 -2.632059 -1.998447 0.03 -0.04 0.00
N -0.036449 -1.388083 -1.547784 0.02 0.02 0.02
Si -2.530290 1.486568 -1.419848 -0.02 0.01 0.01
C -3.552642 0.141384 -0.599512 -0.02 0.01 0.03
C -3.368394 1.898658 -3.048330 -0.02 -0.03 -0.01
C -2.525829 3.026656 -0.358632 -0.01 -0.01 0.02
H 1.882645 3.802221 -1.181602 -0.02 -0.01 0.00
H 0.689901 3.131535 -0.057175 0.02 -0.01 0.00
H 0.188444 4.267279 -1.302075 0.01 -0.02 -0.01
H 2.972427 1.727179 -2.816768 -0.02 -0.01 -0.01
H 2.036992 0.373648 -3.443838 0.00 0.00 0.02
H 2.460506 0.429099 -1.735442 -0.01 0.03 0.03
H 0.961626 3.304212 -4.357104 -0.01 -0.01 0.00
H -0.738476 3.420856 -3.916658 -0.01 -0.01 0.03
H -0.118123 1.956570 -4.692513 -0.01 0.02 0.00
H -1.590557 -0.064264 -4.210285 0.01 0.00 0.02
H -1.244487 -2.372313 -5.054774 0.00 0.00 0.01
H -0.109079 -4.048136 -3.585652 -0.01 0.01 0.00
H 0.631708 -3.329032 -1.329184 0.00 0.02 0.00
H -3.474867 -0.808201 -1.137202 0.01 0.02 0.00
H -4.606824 0.430423 -0.590470 0.00 -0.01 -0.01
H -3.241272 -0.014272 0.436364 -0.02 0.01 -0.05
H -3.484945 1.026944 -3.695008 0.00 0.00 0.02
H -2.853034 2.676129 -3.612565 0.02 -0.01 0.01
H -4.375008 2.266695 -2.828954 0.02 0.00 0.01
H -1.937836 2.901600 0.552923 -0.01 -0.01 -0.01
H -3.552405 3.256540 -0.061229 0.01 0.01 -0.01
H -2.139196 3.893164 -0.898671 0.00 -0.02 0.00
N 3.566944 1.422802 2.160128 -0.02 -0.01 0.02
C 2.256422 1.502868 1.861606 -0.06 0.01 0.00
N 1.863117 0.513748 1.095984 0.20 -0.04 0.01
C 2.986642 -0.282508 0.882558 -0.03 0.00 -0.03
C 3.133293 -1.457708 0.149169 -0.01 0.01 -0.01
C 4.387986 -2.028672 0.119498 -0.01 -0.01 -0.01
C 5.474316 -1.450060 0.797396 0.02 -0.01 0.00
C 5.339901 -0.284982 1.523333 -0.02 -0.01 0.01
C 4.070290 0.283930 1.551375 0.05 0.01 0.01
H 4.071917 2.078584 2.730947 0.02 0.01 0.01
H 1.616073 2.289510 2.227466 0.01 0.00 -0.02
H 2.292758 -1.875031 -0.390056 0.02 0.01 0.01
H 4.547884 -2.937890 -0.444599 0.00 0.01 0.00
H 6.442232 -1.929423 0.742901 0.00 0.00 0.00
H 6.179479 0.157212 2.042494 -0.01 0.01 -0.01
C -2.306666 -2.065485 4.349189 0.01 -0.02 -0.01
As -1.300084 -1.729872 2.750142 0.02 0.02 -0.08
C -2.168369 -2.671265 1.318927 -0.01 -0.05 0.02
C 0.430550 -2.530062 2.979383 0.00 -0.02 0.00
S -1.148931 0.371446 2.431607 -0.05 0.10 0.18
H -2.355206 -3.137033 4.536919 0.00 0.00 0.00
H -3.308765 -1.663851 4.217159 -0.01 0.01 0.00
H -1.819598 -1.561573 5.180503 0.00 0.01 0.02
H -2.018069 -3.740931 1.464080 -0.03 0.00 0.00
H -1.732502 -2.353633 0.372791 0.01 0.01 0.03
H -3.231448 -2.439136 1.329905 0.01 0.02 -0.01
H 0.324540 -3.603413 3.132699 0.00 0.00 0.01
H 0.911552 -2.074447 3.842180 0.01 0.01 0.01
H 1.025553 -2.333367 2.088982 -0.01 0.00 -0.02

102
Properties=species:S:1:pos:R:3:forces:R:3 method="wB97M-V/def2-TZVPD" de_lowest_ev=0.000 gap_ha=0.222 lumo_energy_ha=0.1045 max_force_ev_per_a=0.560 charge=-2
Na -1.515340 0.624742 0.625325 0.29 -0.40 0.26
Cl -2.971562 2.739309 2.035602 0.10 0.11 0.07
C -1.396897 3.057430 2.807278 -0.18 0.02 -0.06
C -0.332029 2.266907 2.434050 -0.07 -0.03 -0.06
C 0.845001 2.565040 3.082720 0.06 -0.10 -0.01
Cl 2.299383 1.608469 2.700861 -0.09 0.03 0.00
C 0.987939 3.562550 4.043048 -0.03 0.03 0.03
Cl 2.505449 3.877963 4.829225 0.00 0.01 0.01
C -0.130013 4.322042 4.386946 0.00 0.01 -0.01
Cl -0.006174 5.568608 5.584370 0.00 0.00 0.01
C -1.350076 4.069818 3.760908 0.07 -0.03 0.01
Cl -2.748397 4.997909 4.194985 0.00 0.01 0.01
C 11.956668 -2.939888 -1.661655 -0.01 -0.01 0.03
O 11.166502 -3.437146 -0.601304 0.07 0.00 -0.03
C 9.861659 -3.039452 -0.561252 0.00 0.01 -0.01
C 9.271804 -2.197593 -1.496059 -0.05 0.04 -0.03
C 7.934999 -1.850899 -1.360628 0.00 0.00 0.00
C 7.167396 -2.330229 -0.305773 -0.05 0.02 0.00
C 7.776816 -3.177274 0.620773 0.01 -0.01 0.00
C 9.107208 -3.529633 0.498739 -0.05 -0.01 0.03
C 5.759889 -1.922349 -0.207729 0.01 -0.03 -0.02
N 5.142538 -1.163198 -1.078313 -0.06 0.03 0.01
C 3.859090 -1.023305 -0.595531 0.06 0.04 -0.11
C 3.706850 -1.713484 0.576638 0.04 -0.05 0.06
N 4.932766 -2.293687 0.817748 -0.01 0.03 0.00
C 2.489537 -1.747676 1.324871 0.04 -0.01 0.03
C 2.317551 -2.418594 2.539668 -0.02 -0.01 0.00
C 1.102444 -2.348773 3.173754 0.00 0.02 -0.01
C 0.076851 -1.614185 2.568730 -0.02 0.01 -0.02
N 0.220558 -0.979613 1.423543 -0.02 -0.02 0.04
C 1.404925 -1.019616 0.799404 -0.04 0.05 -0.01
C 1.554953 -0.250119 -0.445699 -0.01 -0.03 0.01
N 0.500815 0.467972 -0.865746 -0.02 0.01 -0.08
C 0.615269 1.157917 -1.984358 0.01 -0.04 0.05
C 1.784818 1.197497 -2.754719 0.00 0.02 -0.04
C 2.875195 0.484497 -2.326835 -0.03 -0.01 0.03
C 2.771462 -0.262424 -1.147487 0.03 0.01 -0.01
H 12.950596 -3.354868 -1.519657 0.02 -0.01 0.00
H 12.014838 -1.848410 -1.638780 0.00 0.00 0.00
H 11.568369 -3.257446 -2.633006 0.00 0.00 -0.01
H 9.834336 -1.801575 -2.329398 -0.01 -0.01 0.01
H 7.463856 -1.193057 -2.078981 0.01 -0.01 0.01
H 7.215458 -3.578381 1.456307 0.00 0.00 -0.01
H 9.582513 -4.184973 1.217170 -0.01 0.01 -0.01
H 5.183615 -2.846399 1.614495 0.00 -0.02 0.05
H 3.136449 -2.978351 2.979402 0.00 0.00 0.00
H 0.926581 -2.840086 4.121403 0.01 0.00 -0.01
H -0.901493 -1.536864 3.034164 0.07 -0.01 -0.04
H -0.257093 1.721005 -2.291966 0.04 -0.02 0.02
H 1.806520 1.797096 -3.655926 -0.01 0.00 0.00
H 3.811305 0.485234 -2.870761 -0.01 0.00 0.00
O -3.114230 0.857633 -0.909711 -0.04 0.20 0.02
C -3.612948 -0.001318 -1.931453 0.03 0.11 -0.01
C -2.823187 -1.361393 -1.916683 -0.26 -0.24 -0.17
O -2.948872 -2.076674 -2.920274 0.13 0.18 0.20
O -2.226499 -1.629414 -0.836208 0.22 0.22 -0.23
C -3.494934 0.750725 -3.249258 0.01 -0.07 -0.03
C -4.448840 1.704841 -3.588054 0.02 0.00 -0.03
C -4.258049 2.546160 -4.677398 -0.04 -0.03 0.03
C -3.106552 2.439633 -5.442037 -0.02 -0.09 -0.03
C -2.152884 1.483189 -5.117412 -0.01 -0.06 -0.03
C -2.347073 0.642081 -4.031078 -0.05 0.02 0.00
C -5.058251 -0.365609 -1.588875 0.07 -0.01 -0.05
C -5.639987 0.059627 -0.401681 0.00 -0.02 0.02
C -6.938755 -0.319873 -0.077634 0.03 0.02 0.02
C -7.668046 -1.125307 -0.937961 -0.01 0.00 0.00
C -7.089206 -1.551671 -2.129540 0.02 0.00 -0.02
C -5.794790 -1.176636 -2.452720 0.00 0.02 0.01
H -2.772115 1.693455 -1.282193 -0.14 0.03 -0.13
H -5.337665 1.808225 -2.975546 0.02 0.00 -0.01
H -4.994188 3.308181 -4.904777 0.02 -0.01 -0.01
H -2.935201 3.119057 -6.268542 -0.01 -0.01 0.01
H -1.240154 1.411044 -5.697886 -0.03 0.02 0.02
H -1.604632 -0.104573 -3.780010 -0.01 0.00 -0.01
H -5.062927 0.677995 0.272840 -0.01 -0.01 0.00
H -7.372475 0.015094 0.858138 0.00 -0.01 -0.02
H -8.680234 -1.420351 -0.685006 0.01 0.00 0.00
H -7.648812 -2.183102 -2.810777 0.00 0.01 0.01
H -5.322234 -1.522445 -3.363785 -0.02 0.00 0.01
N -3.842652 -2.469987 1.022370 -0.16 -0.08 0.49
C -3.883951 -1.927044 2.238572 0.06 0.11 -0.37
N -3.184855 -0.891194 2.612508 0.08 -0.12 0.18
C -3.396974 -0.619020 3.955052 0.01 0.02 -0.10
C -2.741036 0.372001 4.685654 -0.01 -0.02 -0.02
C -3.050190 0.542743 6.024731 0.00 0.00 0.00
C -3.998690 -0.262068 6.657108 0.01 0.02 0.01
C -4.645450 -1.266154 5.951172 0.00 -0.02 -0.03
C -4.332130 -1.437127 4.611602 -0.01 0.00 0.01
S -4.936751 -2.622111 3.482601 -0.08 -0.02 0.10
H -3.190957 -2.097946 0.292225 0.08 0.03 -0.04
H -4.449999 -3.233695 0.792423 -0.05 0.00 0.02
H -1.998333 0.987804 4.194761 -0.01 -0.01 0.00
H -2.545974 1.320447 6.586307 -0.01 -0.02 -0.01
H -4.229375 -0.107723 7.704332 0.00 0.00 -0.02
H -5.373917 -1.904143 6.437289 0.01 0.01 -0.01
N -1.821169 3.332322 -1.681656 -0.21 0.07 -0.08
C -1.703139 3.946092 -2.657690 0.17 0.02 0.05
C -1.458439 4.655524 -3.844393 -0.02 0.04 -0.05
C -0.366717 4.260366 -4.646902 0.02 0.09 0.04
N 0.533137 3.936098 -5.300689 -0.05 -0.03 0.04
C -2.402929 5.576434 -4.346052 0.07 0.01 0.05
N -3.167505 6.337371 -4.766352 0.01 -0.05 0.00